[1]
23
Properties=species:S:1:pos:R:3 method="wB97M-V/def2-TZVPD" e_above_lowest_ev=1.200 e_homo_ha=-0.3194 total_charge=0 orbital_gap_ev=9.064 smiles="CN(C)[C@@]1(F)C=CC=C[C@@H]1C#N"
C -2.079 -1.097 -0.899
C -1.693 2.149 0.548
C -0.280 2.400 0.615
C -2.209 1.121 -0.098
C 0.489 1.334 0.482
C -1.285 0.055 -0.694
C -0.084 -0.081 0.307
C 1.863 -1.331 1.043
C 1.318 -1.428 -1.318
N -2.622 -2.059 -1.181
N 0.881 -1.028 0.015
F -0.623 -0.428 1.565
H -2.339 2.806 0.957
H 0.163 3.332 0.803
H -3.306 1.171 -0.071
H 1.583 1.304 0.385
H -0.802 0.422 -1.613
H 2.102 -2.407 1.304
H 2.812 -0.994 0.715
H 1.779 -0.889 1.999
H 1.639 -2.564 -1.349
H 0.499 -1.024 -1.899
H 2.194 -0.763 -1.617

***

[2]
57
Properties=species:S:1:pos:R:3 method="wB97M-V/def2-TZVPD" e_above_lowest_ev=0.812 spin_multiplicity=7 e_homo_ha="-0.1834 / -0.1829" total_charge=-1 orbital_gap_ev="6.639 / 7.128"
Eu 0.596 -1.058 1.114
C 1.852 2.347 2.192
N 1.592 1.799 0.857
C 0.397 2.388 0.230
C -0.932 2.106 0.937
N -1.418 0.720 0.836
C -1.963 0.455 -0.500
C -2.388 0.520 1.897
C -3.757 0.600 1.689
C -4.654 0.512 2.742
C -4.186 0.363 4.035
C -2.832 0.255 4.261
C -1.917 0.303 3.209
S -0.234 0.105 3.606
C 2.697 2.072 -0.038
C 3.404 3.267 0.008
C 4.412 3.545 -0.900
C 4.731 2.612 -1.878
C 4.057 1.412 -1.919
C 3.023 1.125 -1.020
S 2.159 -0.363 -1.194
H 1.698 3.434 2.248
H 2.882 2.116 2.465
H 1.196 1.875 2.924
H 0.358 2.021 -0.803
H 0.505 3.488 0.194
H -1.681 2.790 0.500
H -0.836 2.356 1.996
H -2.660 1.244 -0.821
H -2.484 -0.503 -0.483
H -1.149 0.390 -1.228
H -4.155 0.721 0.693
H -5.718 0.571 2.551
H -4.875 0.322 4.864
H -2.434 0.117 5.255
H 3.174 4.008 0.763
H 4.941 4.487 -0.853
H 5.507 2.823 -2.603
H 4.302 0.663 -2.659
C 1.903 -2.996 2.153
H 2.422 -2.839 3.111
H 2.659 -3.453 1.493
H 1.180 -3.804 2.353
I 0.499 -3.377 -6.890
C -0.188 -3.311 -4.879
C 0.500 -2.554 -3.954
C 0.010 -2.497 -2.662
C -1.141 -3.173 -2.289
C -1.801 -3.949 -3.236
C -1.323 -4.022 -4.534
C -1.660 -3.052 -0.850
O -2.664 -3.685 -0.546
O -1.005 -2.264 -0.091
H 1.395 -2.010 -4.215
H 0.532 -1.912 -1.922
H -2.693 -4.484 -2.942
H -1.834 -4.624 -5.272

***

[3]
155
Properties=species:S:1:pos:R:3 method="wB97M-V/def2-TZVPD" e_homo_ha=-0.0299 total_charge=-1 orbital_gap_ev=2.244
C -7.309 3.169 1.753
C -6.818 3.333 0.316
C -5.358 2.887 0.036
C -5.277 1.375 -0.218
C -4.320 0.630 0.717
N -4.570 0.895 2.142
C -3.459 1.207 2.939
C -2.335 2.063 2.383
O -3.387 0.826 4.095
H -7.370 2.102 2.039
H -6.648 3.689 2.466
H -6.932 4.383 0.008
H -7.494 2.757 -0.330
H -4.806 3.135 0.943
H -4.934 3.417 -0.824
H -6.261 0.913 -0.092
H -4.939 1.170 -1.237
H -3.285 0.837 0.437
H -4.466 -0.446 0.554
H -5.362 1.549 2.273
H -1.677 2.344 3.201
H -2.717 2.927 1.839
H -1.752 1.483 1.664
C -3.884 3.710 7.101
C -5.293 3.504 6.561
C -5.861 2.158 6.986
O -5.317 3.630 5.148
H -3.217 2.939 6.706
H -3.496 4.681 6.790
H -3.865 3.657 8.193
H -5.942 4.304 6.929
H -5.247 1.348 6.585
H -6.869 2.035 6.588
H -5.898 2.066 8.075
H -4.753 2.935 4.785
C -2.162 2.366 -4.495
C -2.838 3.292 -3.496
C -2.254 4.694 -3.543
O -2.733 2.751 -2.181
H -1.099 2.267 -4.264
H -2.603 1.369 -4.449
H -2.253 2.741 -5.517
H -3.909 3.343 -3.700
H -1.188 4.669 -3.291
H -2.753 5.334 -2.813
H -2.369 5.141 -4.531
H -1.794 2.689 -1.968
C 2.586 0.056 -2.665
C 1.453 0.106 -3.680
C 1.762 -0.734 -4.910
O 1.194 1.461 -4.044
H 3.494 0.486 -3.106
H 2.335 0.652 -1.786
H 2.809 -0.960 -2.341
H 0.525 -0.244 -3.226
H 2.700 -0.401 -5.361
H 0.977 -0.646 -5.663
H 1.875 -1.786 -4.643
H 1.984 1.812 -4.468
C 4.969 -2.030 1.515
C 3.660 -2.353 0.814
C 3.147 -3.735 1.174
O 3.819 -2.259 -0.603
H 5.740 -2.747 1.223
H 5.323 -1.040 1.231
H 4.858 -2.065 2.601
H 2.911 -1.602 1.070
H 3.884 -4.485 0.873
H 2.218 -3.949 0.644
H 2.970 -3.836 2.246
H 4.467 -2.925 -0.868
C 4.556 1.711 0.442
C 3.706 2.820 -0.162
C 3.986 4.161 0.501
O 2.321 2.501 -0.055
H 4.329 1.599 1.506
H 4.349 0.757 -0.047
H 5.620 1.931 0.340
H 3.906 2.895 -1.233
H 3.746 4.113 1.567
H 3.368 4.942 0.056
H 5.035 4.444 0.399
H 2.111 2.424 0.882
C 6.614 -3.325 -4.004
C 6.151 -2.008 -4.610
C 6.648 -0.805 -3.824
O 4.728 -2.005 -4.684
H 6.224 -3.438 -2.989
H 6.240 -4.162 -4.597
H 7.703 -3.392 -3.960
H 6.497 -1.937 -5.643
H 6.272 -0.843 -2.798
H 6.293 0.122 -4.276
H 7.739 -0.779 -3.789
H 4.390 -2.031 -3.780
C -5.465 8.560 -6.238
C -4.341 7.970 -5.402
C -3.218 8.970 -5.172
O -3.836 6.781 -6.004
H -5.092 8.850 -7.225
H -6.258 7.827 -6.382
H -5.890 9.444 -5.761
H -4.738 7.648 -4.438
H -2.778 9.272 -6.128
H -2.430 8.525 -4.566
H -3.583 9.866 -4.667
H -3.472 7.011 -6.866
C 2.724 -4.366 -2.595
C 4.179 -4.381 -3.026
C 4.362 -5.039 -4.383
O 4.974 -5.039 -2.031
H 2.341 -5.386 -2.508
H 2.626 -3.895 -1.615
H 2.098 -3.818 -3.301
H 4.564 -3.361 -3.070
H 4.020 -6.078 -4.348
H 5.415 -5.041 -4.671
H 3.792 -4.517 -5.152
H 4.628 -5.934 -1.940
C 7.963 -6.215 0.594
C 7.060 -5.765 -0.544
C 7.305 -6.555 -1.820
O 7.214 -4.365 -0.782
H 9.012 -6.060 0.327
H 7.759 -5.637 1.496
H 7.820 -7.273 0.817
H 6.016 -5.888 -0.246
H 8.334 -6.409 -2.163
H 6.632 -6.222 -2.611
H 7.147 -7.622 -1.659
H 8.125 -4.209 -1.052
C -9.171 2.847 11.598
C -8.478 2.471 10.297
C -9.206 1.354 9.567
O -7.120 2.111 10.536
H -9.195 1.989 12.276
H -8.634 3.653 12.099
H -10.198 3.170 11.420
H -8.425 3.348 9.649
H -9.231 0.451 10.185
H -8.693 1.111 8.637
H -10.234 1.637 9.334
H -7.110 1.330 11.100
C 3.053 -7.467 0.949
C 1.846 -7.762 0.075
C 1.200 -9.095 0.417
O 2.234 -7.707 -1.298
H 3.809 -8.249 0.826
H 3.502 -6.520 0.656
H 2.783 -7.417 2.005
H 1.111 -6.963 0.183
H 1.914 -9.911 0.269
H 0.341 -9.280 -0.227
H 0.869 -9.116 1.456
H 2.911 -8.377 -1.442

***

[4]
7
Properties=species:S:1:pos:R:3 method="wB97M-V/def2-TZVPD" spin_multiplicity=6 e_homo_ha="-0.7975 / -0.8706" total_charge=+2 orbital_gap_ev="8.514 / 8.785"
F 1.239 0.508 -0.362
Fe 1.050 -0.708 1.093
H 2.383 0.313 -0.268
C -0.876 -0.072 0.013
H -1.178 -0.974 -0.539
H -0.981 0.754 -0.702
H -1.636 0.181 0.765

***

[5]
13
Properties=species:S:1:pos:R:3 method="wB97M-V/def2-TZVPD" e_above_lowest_ev=6.122 e_homo_ha=-0.3205 total_charge=0 orbital_gap_ev=8.920
C 0.192 0.363 -1.455
C 0.712 0.170 -0.102
C 0.337 -0.468 1.111
C 1.159 0.063 2.067
H -2.162 -0.662 -0.412
H -2.724 -1.159 -1.949
H 0.748 1.209 -2.123
H -0.128 -1.346 1.236
H 1.143 0.279 3.266
N -1.777 -0.857 -1.417
N -0.982 0.028 -1.947
N 1.611 1.162 0.115
O 1.870 1.219 1.611

***

[6]
99
Properties=species:S:1:pos:R:3 method="wB97M-V/def2-TZVPD" e_homo_ha="-0.3582 / -0.3622" total_charge=+1 orbital_gap_ev="5.575 / 5.660"
Pt -0.128 -0.810 0.388
O -2.725 2.437 3.721
C -1.549 2.585 4.338
C -1.447 3.622 5.266
C -0.267 3.875 5.928
C 0.860 3.110 5.639
C 0.768 2.057 4.759
C -0.437 1.721 4.121
C -0.540 0.548 3.274
O 1.033 -1.303 2.702
N -1.640 0.474 2.507
N -1.840 -0.459 1.626
C -3.033 -0.605 1.064
C -3.421 -1.718 0.291
C -4.767 -1.809 -0.113
C -5.250 -2.897 -0.792
C -4.393 -3.965 -1.107
C -3.074 -3.920 -0.756
C -2.516 -2.797 -0.077
O -1.262 -2.770 0.128
H -2.646 1.690 3.081
H -2.326 4.223 5.439
H -0.212 4.669 6.657
H 1.806 3.335 6.104
H 1.649 1.483 4.532
H -3.794 0.141 1.292
H -5.431 -0.997 0.148
H -6.289 -2.944 -1.079
H -4.781 -4.823 -1.636
H -2.391 -4.720 -0.998
O 2.123 -1.935 0.446
C 2.663 -1.018 1.042
C 3.517 -0.019 0.385
C 4.677 -0.154 -0.352
C 5.121 0.937 -1.085
C 4.405 2.127 -1.091
C 3.237 2.262 -0.360
C 2.792 1.188 0.399
P 1.214 0.993 1.296
C 2.102 -0.492 2.356
C 3.128 -0.239 3.368
C 3.035 -0.470 4.695
C 1.872 -0.809 5.471
C 0.599 -0.877 5.061
C 0.107 -0.809 3.656
C 0.798 2.744 1.534
C -0.401 3.150 0.954
C -0.758 4.484 0.980
C 0.077 5.406 1.593
C 1.265 4.995 2.182
C 1.633 3.663 2.158
H 5.224 -1.085 -0.353
H 6.026 0.855 -1.667
H 4.762 2.961 -1.677
H 2.679 3.188 -0.363
H 4.077 0.091 2.962
H 3.936 -0.332 5.280
H 2.059 -0.951 6.526
H -0.181 -1.071 5.783
H -0.711 -1.545 3.565
H -1.023 2.410 0.460
H -1.683 4.805 0.524
H -0.197 6.450 1.607
H 1.909 5.722 2.653
H 2.566 3.338 2.598
C 2.645 1.681 -4.873
C 2.810 0.307 -4.896
C 1.973 -0.507 -4.150
C 0.969 0.062 -3.386
C 0.811 1.439 -3.348
C 1.645 2.248 -4.099
Sb -0.390 -1.133 -2.225
C 0.075 -3.161 -2.702
C 1.303 -3.669 -2.306
C 1.595 -5.005 -2.526
C 0.657 -5.833 -3.120
C -0.571 -5.323 -3.504
C -0.871 -3.988 -3.291
C -2.179 -0.844 -3.394
C -3.347 -0.301 -2.886
C -4.456 -0.164 -3.707
C -4.393 -0.565 -5.031
C -3.220 -1.097 -5.541
C -2.113 -1.234 -4.723
H 3.296 2.311 -5.460
H 3.588 -0.137 -5.499
H 2.093 -1.583 -4.171
H 0.025 1.877 -2.742
H 1.512 3.319 -4.083
H 2.024 -3.030 -1.812
H 2.551 -5.399 -2.216
H 0.883 -6.878 -3.272
H -1.305 -5.968 -3.962
H -1.839 -3.597 -3.578
H -3.396 0.020 -1.854
H -5.368 0.258 -3.311
H -5.257 -0.458 -5.670
H -3.164 -1.405 -6.575
H -1.191 -1.641 -5.118

***

[7]
14
Properties=species:S:1:pos:R:3 method="wB97M-V/def2-TZVPD" e_above_lowest_ev=2.024 spin_multiplicity=2 e_homo_ha="0.0146 / -0.1020" total_charge=-1 orbital_gap_ev="2.992 / 6.062"
C -0.871 1.481 0.101
C 0.307 0.970 -0.257
O 0.758 1.114 -1.538
C 1.527 0.867 0.647
C 1.215 1.145 1.917
H -1.297 2.220 -0.573
H -1.444 1.163 0.980
H 0.350 0.475 -2.135
H 2.402 0.319 0.391
H 0.258 1.489 2.212
H 2.065 0.909 2.554
H -1.408 -3.424 -1.852
H -2.269 -4.424 -0.828
O -1.594 -4.303 -1.618

***

[8]
99
Properties=species:S:1:pos:R:3 method="wB97M-V/def2-TZVPD" e_above_lowest_ev=1.185 e_homo_ha=-0.3673 total_charge=0 orbital_gap_ev=10.460 smiles="C[C@H]1COC(=O)O1.C[C@H]1COC(=O)O1.C[C@H]1COC(=O)O1.COC(=O)OC.COC(=O)OC.COC(=O)OC.COC(=O)OC.COC(=O)OC"
C -4.819 -0.043 -0.055
O -4.155 0.775 -0.990
C -3.642 1.986 -0.515
O -3.659 2.373 0.637
O -3.254 2.648 -1.572
C -2.337 3.681 -1.454
H -5.099 -0.962 -0.568
H -5.746 0.421 0.283
H -4.182 -0.189 0.818
H -2.924 4.563 -1.196
H -1.805 3.919 -2.375
H -1.585 3.487 -0.689
C -1.248 -4.421 1.846
O -1.074 -3.268 2.624
C -2.021 -2.367 2.684
O -3.034 -2.275 1.941
O -1.705 -1.532 3.710
C -2.568 -0.418 3.962
H -2.078 -4.927 2.339
H -0.360 -5.053 1.862
H -1.539 -4.220 0.815
H -2.058 0.338 4.559
H -3.404 -0.863 4.501
H -2.887 0.080 3.046
C -3.412 -0.067 -3.857
O -2.434 -1.092 -4.229
C -1.097 -0.804 -4.447
O -0.658 0.350 -4.480
O -0.486 -1.950 -4.692
C 0.870 -1.883 -5.159
H -4.257 -0.517 -3.336
H -3.698 0.418 -4.790
H -2.926 0.701 -3.256
H 1.089 -1.346 -6.082
H 1.166 -2.905 -5.396
H 1.604 -1.569 -4.416
C 5.408 -0.239 3.796
O 4.206 -0.622 4.429
C 3.172 0.237 4.340
O 3.216 1.395 3.895
O 2.155 -0.365 4.849
C 0.954 0.379 5.070
H 6.148 0.215 4.456
H 5.301 0.460 2.967
H 5.870 -1.194 3.546
H 0.260 -0.401 5.381
H 0.704 0.841 4.115
H 1.100 1.076 5.895
C 3.678 -3.327 -0.906
O 3.111 -4.102 -1.873
C 1.940 -4.649 -1.659
O 1.365 -4.890 -0.587
O 1.664 -5.147 -2.890
C 0.765 -6.251 -3.006
H 4.284 -3.958 -0.255
H 2.981 -2.731 -0.317
H 4.294 -2.487 -1.225
H 1.103 -6.926 -3.792
H -0.198 -5.837 -3.305
H 0.618 -6.926 -2.163
C -2.102 4.975 2.290
C -2.179 4.320 3.718
C -1.969 2.863 3.640
O -0.906 2.699 4.572
C -0.521 3.863 5.095
O 0.120 3.973 6.099
O -1.187 4.846 4.562
H -1.127 4.731 1.869
H -2.168 6.061 2.350
H -2.937 4.626 1.682
H -3.060 4.464 4.343
H -1.789 2.439 2.652
H -2.784 2.297 4.091
C 3.661 0.389 -3.618
C 3.160 1.787 -3.851
C 1.902 1.974 -4.765
O 1.085 2.836 -3.949
C 1.506 2.860 -2.710
O 0.871 3.283 -1.769
O 2.730 2.234 -2.561
H 4.554 0.420 -2.995
H 4.106 -0.149 -4.455
H 2.892 -0.255 -3.191
H 3.998 2.420 -4.142
H 1.505 0.978 -4.966
H 2.232 2.521 -5.648
C -0.581 -1.140 -0.821
C 0.241 0.144 -0.618
C 0.144 0.659 0.801
O 1.470 1.041 1.099
C 2.309 0.289 0.366
O 3.549 0.290 0.382
O 1.571 -0.333 -0.591
H -0.597 -1.884 -0.025
H -0.229 -1.584 -1.753
H -1.613 -0.851 -1.018
H 0.125 0.978 -1.310
H -0.127 -0.190 1.430
H -0.540 1.504 0.878

***

[9]
4
Properties=species:S:1:pos:R:3 method="wB97M-V/def2-TZVPD" e_above_lowest_ev=1.360 e_homo_ha=-0.3815 total_charge=0 orbital_gap_ev=7.490
C -0.306 -0.879 0.680
N -0.768 -1.848 1.070
P 1.115 0.617 -0.738
S -0.041 2.111 -1.013

***

Looking at maximum force for the records above, in order, we have 3.31 1.66 2.03 6.78 6.57 3.25 5.46 3.99 4.27 eV Å⁻¹.